# 1
The following is a DFT calculation (ωB97M-V/def2-TZVPD) of a molecular structure, C25H33CsN5OP.

Last column: Mulliken charge in e.
Geometry (Å):
1 Cs -0.067616 -0.294141 -0.303848  1.361
2 C 2.959299 -4.192596 -1.414144  -1.111
3 C 2.446099 -2.879213 -0.898898  0.056
4 N 1.203472 -2.617125 -0.715898  0.486
5 N 0.306566 -3.619066 -0.944352  -0.867
6 C -0.933586 -3.211480 -1.216104  0.374
7 O -1.348611 -2.035949 -1.418866  -0.941
8 C -1.924259 -4.346415 -1.330136  0.357
9 C -1.529823 -5.673207 -1.492042  -0.037
10 C -2.479737 -6.679925 -1.594921  -0.675
11 C -3.834118 -6.373419 -1.527666  -0.338
12 C -4.233370 -5.052663 -1.368356  -0.552
13 C -3.281057 -4.045633 -1.279774  -0.435
14 C 3.412505 -1.781796 -0.594642  0.185
15 C 4.785997 -1.962107 -0.766529  -0.590
16 C 5.652683 -0.911157 -0.508734  -0.524
17 C 5.137960 0.302853 -0.084230  -0.751
18 C 3.762925 0.393038 0.066260  -0.308
19 N 2.921503 -0.607524 -0.171972  0.296
20 H 2.119190 -4.858566 -1.577041  0.199
21 H 3.646943 -4.657874 -0.701347  0.327
22 H 3.499898 -4.062406 -2.356430  0.304
23 H -0.472896 -5.899169 -1.530672  0.325
24 H -2.162908 -7.708152 -1.726454  0.378
25 H -4.574092 -7.160136 -1.602969  0.370
26 H -5.287378 -4.807157 -1.317767  0.372
27 H -3.574905 -3.008957 -1.179057  0.364
28 H 5.171639 -2.915385 -1.103278  0.334
29 H 6.720679 -1.041015 -0.640160  0.407
30 H 5.776526 1.151078 0.126148  0.420
31 H 3.306901 1.324487 0.394581  0.345
32 N -1.402782 0.106561 3.071418  -0.456
33 C -0.411872 1.046836 3.613632  -0.403
34 C -0.865173 2.488522 3.414269  -0.824
35 C -1.133493 2.877872 1.969721  -0.532
36 N 0.076211 2.697030 1.156020  -0.162
37 H -2.291684 0.221663 3.543497  0.202
38 H -1.111966 -0.849215 3.235617  0.212
39 H 0.530647 0.880479 3.088041  0.225
40 H -0.214758 0.896399 4.678594  0.339
41 H -0.099567 3.153348 3.830295  0.326
42 H -1.774413 2.667690 3.999241  0.345
43 H -1.516456 3.901864 1.947906  0.365
44 H -1.913957 2.231569 1.564714  0.310
45 H 0.859635 3.175799 1.589161  0.212
46 H -0.039279 3.128891 0.244718  -0.045
47 C 3.008102 2.052791 -3.641300  -1.383
48 P 1.509955 1.729152 -2.612803  0.579
49 C 0.378858 1.085363 -3.912696  -1.387
50 C 0.927618 3.460862 -2.412444  0.493
51 C -0.170045 4.011481 -3.071503  -0.245
52 C -0.558957 5.327471 -2.830735  -0.632
53 C 0.148645 6.113561 -1.934093  -0.521
54 C 1.243271 5.575856 -1.265493  -0.532
55 C 1.618714 4.260840 -1.495906  -0.758
56 H 2.764331 2.674876 -4.502915  0.421
57 H 3.425473 1.103623 -3.983739  0.422
58 H 3.767197 2.554119 -3.039770  0.358
59 H 0.470930 1.626692 -4.855413  0.407
60 H -0.660943 1.120044 -3.581770  0.444
61 H 0.627006 0.034689 -4.075582  0.367
62 H -0.735077 3.416749 -3.779725  0.294
63 H -1.417130 5.736490 -3.349472  0.388
64 H -0.153179 7.136994 -1.750635  0.394
65 H 1.799427 6.181909 -0.560771  0.402
66 H 2.461130 3.839864 -0.951305  0.245

Atoms 1-2, force components in eV/Å:
0.1 2.8 1.6
0.1 0.0 0.1

Values from the calculation:
* ΔE to the lowest compared entry with this formula, charge and spin: 49.1 kJ/mol
* frontier orbital gap: 0.263 Eh
* HOMO: -7.06 eV
* net charge: 0

=====

# 2
The following is a DFT calculation (ωB97M-V/def2-TZVPD) of 2 unconnected molecules or ions with the total composition C4H12N2O2P.

Last column: Mulliken charge in e.
Geometry (Å):
1 C -3.157448 1.114276 -1.182334  -0.823
2 C 3.292443 1.061127 0.964744  -1.000
3 C -2.599642 -0.261374 -0.876034  0.083
4 C 1.886267 0.512625 1.039774  -0.372
5 N -2.109976 -2.048885 0.489796  -0.328
6 N -2.788475 -0.854267 0.246088  -0.441
7 O 2.100233 0.044760 -1.642815  -0.727
8 O 0.469436 -1.481900 -0.337604  -0.544
9 P 1.712717 -0.634716 -0.380182  0.223
10 H -2.386316 1.843543 -0.995489  0.180
11 H -3.604770 1.291066 -2.249569  0.230
12 H -3.961681 1.172147 -0.397732  0.284
13 H 3.798609 0.722571 0.099934  0.385
14 H 3.286050 2.171200 0.915693  0.263
15 H 3.756295 0.686061 1.904984  0.246
16 H -1.718684 -0.484273 -1.481249  0.345
17 H 2.951167 -1.375864 0.007702  -0.052
18 H 1.167150 1.248412 0.632561  0.064
19 H 1.515114 0.064876 1.893024  0.498
20 H -2.294105 -2.366301 1.402542  0.186
21 H -1.314390 -2.425081 -0.053825  0.299

Atoms 1-2, force components in eV/Å:
-2.2 -0.9 0.2
-0.4 0.7 2.3

Values from the calculation:
* ΔE to the lowest compared entry with this formula, charge and spin: 207.1 kJ/mol
* frontier orbital gap: 0.317 Eh
* HOMO: -4.66 eV
* net charge: -1

=====

# 3
The following is a DFT calculation (ωB97M-V/def2-TZVPD) of 9 unconnected molecules or ions with the total composition C42H44Cl2N8.

Last column: Mulliken charge in e.
Geometry (Å):
1 Cl 2.855270 13.397270 21.990470  -0.195
2 C 1.048930 13.075030 22.039850  -0.524
3 C 0.193110 14.146870 22.797460  1.055
4 Cl 0.069140 15.713630 21.877720  -0.030
5 H 0.812250 12.071620 22.393740  0.205
6 H 0.806090 12.884160 20.994530  0.364
7 H 0.530990 14.259960 23.827580  -0.386
8 H -0.807030 13.723100 22.888220  -0.506
9 N 0.325120 12.687650 25.787450  0.531
10 C 0.949420 13.446460 26.694240  -0.351
11 C 0.954340 13.067180 28.017840  -0.800
12 C 0.188900 11.964940 28.542990  -0.859
13 C -0.601740 11.305790 27.597840  -0.686
14 C -0.494710 11.656000 26.235800  -0.529
15 H 1.494860 14.327800 26.390700  0.468
16 H 1.439880 13.633410 28.798890  0.383
17 H 0.029690 11.621250 29.554390  0.363
18 H -1.265280 10.568380 28.024840  0.409
19 H -1.113690 11.083380 25.561000  0.240
20 N 4.163300 9.896880 18.757740  -0.518
21 C 3.521600 10.246580 19.900410  -0.431
22 C 3.590000 9.431990 21.053230  0.342
23 C 4.164750 8.211950 20.967750  -0.242
24 C 4.694520 7.768920 19.742850  -0.384
25 C 4.754760 8.662800 18.642710  -0.345
26 H 3.178790 11.270160 19.934770  0.433
27 H 3.171660 9.712870 22.008470  0.087
28 H 4.237060 7.606210 21.858950  0.281
29 H 5.151760 6.790630 19.726220  0.357
30 H 5.315960 8.482020 17.737850  0.372
31 N 2.630570 16.600530 25.512920  -0.280
32 C 3.607310 17.574950 25.458900  -0.620
33 C 3.343040 18.788140 24.806060  -0.312
34 C 2.051000 19.032780 24.231460  -0.648
35 C 1.133640 17.988380 24.214870  -0.241
36 C 1.453470 16.894610 24.931450  0.214
37 H 4.636530 17.397190 25.733710  0.377
38 H 4.074770 19.582450 24.800330  0.394
39 H 1.796860 19.971880 23.762520  0.437
40 H 0.185770 18.179640 23.733860  0.472
41 H 0.677300 16.185120 25.177560  0.162
42 N 4.838070 11.070440 25.006440  -0.601
43 C 5.221600 9.793920 24.873830  -0.461
44 C 4.321020 8.738710 24.561990  -0.169
45 C 2.990500 9.039990 24.458570  -0.782
46 C 2.582660 10.380080 24.641910  0.288
47 C 3.518290 11.375260 24.872000  -0.645
48 H 6.252000 9.541430 25.076120  0.365
49 H 4.644370 7.718720 24.415440  0.521
50 H 2.407990 8.203180 24.102440  0.309
51 H 1.536120 10.559600 24.444600  0.404
52 H 3.268190 12.414080 25.029160  0.775
53 N -2.064300 16.128280 25.390200  -0.643
54 C -2.174650 14.846840 25.791980  -0.583
55 C -2.614190 13.870840 24.886800  -0.148
56 C -3.048020 14.201690 23.605440  -0.171
57 C -2.997410 15.537620 23.216430  -0.537
58 C -2.484550 16.458680 24.156230  -0.120
59 H -1.802450 14.748130 26.801000  0.459
60 H -2.712010 12.843220 25.204340  0.468
61 H -3.507550 13.418670 23.020540  0.504
62 H -3.330170 15.792160 22.220990  0.359
63 H -2.555200 17.494370 23.858290  0.412
64 N -1.458050 11.879220 20.803240  0.014
65 C -2.163610 10.994820 21.547210  -0.166
66 C -3.394030 10.531230 21.105920  -0.853
67 C -3.758350 10.810500 19.807670  -0.118
68 C -2.980170 11.671280 18.993370  -0.721
69 C -1.808170 12.096720 19.536780  -0.135
70 H -1.782200 10.878550 22.550900  0.410
71 H -4.093820 9.916640 21.652700  0.403
72 H -4.634110 10.347860 19.377090  0.357
73 H -3.300250 11.927160 17.994130  0.395
74 H -1.175690 12.761890 18.967640  0.384
75 N 5.869690 17.456130 18.956220  -0.614
76 C 6.155690 16.858710 20.147100  -0.290
77 C 5.122940 16.333470 21.019180  -0.583
78 C 3.778380 16.511720 20.562230  0.330
79 C 3.477000 16.986790 19.281490  -0.651
80 C 4.570490 17.465680 18.548860  -0.274
81 H 7.154970 16.820830 20.555020  0.345
82 H 5.316040 15.951390 22.010710  0.457
83 H 2.980360 16.158780 21.198630  0.337
84 H 2.445130 17.012060 18.963660  0.541
85 H 4.477030 17.917920 17.572570  0.378
86 N -0.928130 18.970680 21.151860  -0.139
87 C -1.790570 19.761380 20.498440  -0.191
88 C -1.377170 20.500670 19.394830  -0.536
89 C -0.083090 20.453200 18.974370  -0.269
90 C 0.865450 19.684980 19.686310  -0.858
91 C 0.419560 18.951410 20.762550  -0.042
92 H -2.792050 19.653410 20.888010  0.390
93 H -2.074530 21.129720 18.861550  0.358
94 H 0.288870 20.902590 18.065480  0.372
95 H 1.906810 19.616460 19.408320  0.480
96 H 1.125260 18.339670 21.304930  0.429

Atoms 1-2, force components in eV/Å:
-0.9 -0.2 0.4
-0.3 0.4 -0.3

Values from the calculation:
* 2S+1: 2
* frontier orbital gap (alpha / beta): 0.095 / 0.251 Eh
* HOMO (alpha / beta): -0.37 / -4.62 eV
* net charge: -1

=====

# 4
The following is a DFT calculation (ωB97M-V/def2-TZVPD) of 2 unconnected molecules or ions with the total composition C22H30F3NO3S.

Last column: Mulliken charge in e.
Geometry (Å):
1 C 0.808674 -3.015549 -0.488105  -0.992
2 O 0.847615 -1.605769 -0.716484  -0.141
3 C 1.958026 -1.217263 -1.371325  0.303
4 O 2.708347 -2.029088 -1.884313  -0.609
5 C 2.231281 0.253750 -1.355685  0.031
6 C 3.128304 0.616286 -2.530412  -0.887
7 C 4.549614 0.328879 -2.025573  -0.681
8 C 4.491400 0.437274 -0.496467  -0.708
9 N 3.089668 0.418429 -0.181616  0.084
10 C 2.659124 0.461373 1.103515  0.870
11 C 1.278756 0.356359 1.398660  -0.015
12 C 0.796558 0.339726 2.829760  -0.544
13 C 1.784964 -0.283169 3.783918  -0.949
14 C 3.168502 0.341524 3.599478  -1.010
15 C 3.702141 0.375103 2.155541  -0.835
16 H -0.083755 -3.196592 0.109006  0.238
17 H 0.740311 -3.527207 -1.446159  0.301
18 H 1.722091 -3.331515 0.034260  0.363
19 H 1.299112 0.820246 -1.306903  0.300
20 H 2.888849 0.059610 -3.431740  0.349
21 H 3.033125 1.682711 -2.746998  0.423
22 H 4.828613 -0.703894 -2.278326  0.236
23 H 5.302399 1.020001 -2.430034  0.428
24 H 5.031437 -0.384759 -0.003302  0.276
25 H 4.911012 1.381858 -0.131595  0.425
26 H 0.724707 -0.236875 0.635571  -0.062
27 H 0.619960 1.368450 3.199288  0.519
28 H -0.174854 -0.255096 2.870601  0.214
29 H 1.378207 -0.138298 4.801411  0.387
30 H 1.748654 -1.360100 3.542747  0.330
31 H 3.152078 1.357863 4.020871  0.354
32 H 3.846222 -0.265115 4.201537  0.420
33 H 4.321858 -0.537274 2.009601  0.411
34 H 4.402342 1.220989 2.073569  0.326
35 C -3.729710 2.470517 -2.330980  -1.749
36 C -3.694116 1.612234 -1.065049  2.123
37 C -4.982905 1.808126 -0.250879  -2.091
38 C -3.367230 0.135526 -1.309809  0.025
39 C -4.272356 -0.864738 -0.931701  -0.086
40 C -3.994319 -2.202740 -1.178761  -0.908
41 C -2.786583 -2.545412 -1.775919  -0.459
42 C -1.890554 -1.561966 -2.160575  -0.642
43 C -2.139348 -0.227023 -1.861717  -0.017
44 O -2.722859 2.333559 -0.543461  -0.645
45 S -0.799067 1.048299 1.563721  -0.120
46 C -2.318025 0.586921 2.411551  0.923
47 F -2.231833 -0.033273 3.630821  -0.248
48 F -2.994772 1.756725 2.617291  -0.209
49 F -3.103183 -0.284485 1.686606  -0.191
50 H -4.540459 2.105128 -2.968251  0.382
51 H -3.868375 3.516031 -2.004713  0.438
52 H -2.754393 2.427732 -2.823489  0.371
53 H -5.803173 1.497234 -0.911063  0.418
54 H -4.967826 1.203155 0.665881  0.311
55 H -5.076839 2.845418 0.077321  0.404
56 H -5.193609 -0.574675 -0.445815  0.423
57 H -4.718054 -2.946601 -0.869699  0.389
58 H -2.562863 -3.602741 -1.956917  0.408
59 H -0.970938 -1.819180 -2.704348  0.403
60 H -1.411956 0.563362 -2.104344  0.192

Atoms 1-2, force components in eV/Å:
-0.2 -0.3 0.1
0.7 0.3 -0.2

Values from the calculation:
* ΔE to the lowest compared entry with this formula, charge and spin: 622.7 kJ/mol
* frontier orbital gap: 0.172 Eh
* HOMO: -6.91 eV
* net charge: 0

=====

Energy (computed, eV): -45795.177; -20707.797; -81229.586; -49913.381